(1)
Density functional theory data (wB97M-V/def2-TZVPD) for a molecular structure, C19H32Cl2CoN3O5.

Properties
* HOMO level (spin up / spin down): -0.1203 / -0.2558 hartree
* gap between HOMO and LUMO (spin up / spin down): 2.38 / 6.06 eV
* <S²>: 6.028
* largest force on an atom: 0.0849 hartree/bohr
* 2S+1: 5

Each line ends with the Löwdin charge.
CARTESIAN COORDINATES (ANGSTROEM)
O 1.0458 1.8856 -2.0153  -0.23
C 0.9773 1.7456 -3.2525  -0.40
C 1.7587 2.5608 -4.2083  -0.24
C 2.3980 3.7213 -3.7544  -0.06
H 2.3473 3.9476 -2.6836  0.10
C 3.0915 4.5339 -4.6610  -0.12
H 3.5722 5.4298 -4.2969  0.08
C 3.1471 4.2510 -6.0302  -0.14
H 3.6089 4.9445 -6.7534  0.09
C 2.5237 3.0684 -6.4645  -0.13
H 2.5650 2.8241 -7.5224  0.08
C 1.8235 2.2292 -5.5885  -0.07
H 1.3186 1.3207 -5.9391  0.10
H 0.3826 0.9568 -3.7868  0.04
C -1.9848 1.2215 -2.1837  -0.10
C -1.6520 -0.2069 -1.8944  -0.72
H -3.0783 1.3371 -2.1978  0.08
H -1.5761 1.6238 -3.1216  0.07
H -1.5949 1.8404 -1.3316  0.03
C -2.3677 -0.9689 -1.0334  -0.22
C -3.8153 -0.8276 -0.8116  -0.10
H -1.8308 -1.6693 -0.3956  0.07
H -4.3318 -0.3333 -1.6300  0.07
H -4.0426 -0.2799 0.1061  0.07
H -4.2272 -1.8299 -0.7417  0.07
Co 0.5966 0.5606 0.1263  0.60
Cl -0.1821 2.5729 0.6574  0.08
Cl -0.1383 -0.8375 -2.3069  0.80
C -2.0788 0.4051 2.5900  -0.33
O -1.2188 -0.2771 2.0443  -0.06
N -2.7214 0.0539 3.7282  -0.19
C -2.4226 -1.1734 4.4590  -0.04
C -3.7252 0.9115 4.3184  -0.06
H -2.3992 1.3972 2.1821  0.12
H -1.6719 -1.7407 3.9063  0.09
H -3.3433 -1.7635 4.5734  0.09
H -2.0594 -0.9320 5.4700  0.09
H -3.8762 1.7912 3.6899  0.09
H -3.4394 1.2482 5.3194  0.09
H -4.6823 0.3926 4.4193  0.09
H 0.2221 -5.8043 1.4313  0.09
H 2.5179 -5.7939 0.3772  0.09
C -0.1015 -5.0088 0.7467  -0.04
C 2.1325 -5.0520 -0.3349  -0.05
N 1.0559 -4.2721 0.2544  -0.19
H -0.7806 -4.3216 1.2609  0.09
C 1.0683 -2.9161 0.2209  -0.31
O 0.1257 -2.1967 0.5743  -0.08
H 2.9386 -4.3675 -0.6259  0.09
H 2.0256 -2.5000 -0.1712  0.14
H -0.6280 -5.5163 -0.0749  0.09
H 1.7834 -5.6038 -1.2194  0.09
N 2.3177 1.2145 4.4352  0.17
C 1.4614 0.8472 3.2752  -0.08
C 2.4106 0.0784 2.3657  -0.58
O 3.4391 -0.3675 2.9106  0.02
O 2.1251 -0.0883 1.1342  -0.09
H 3.1756 0.6009 4.3183  0.14
H 1.7833 1.0270 5.2825  0.16
H 2.5388 2.2196 4.4118  0.18
H 0.6881 0.1571 3.6157  0.13
H 1.0041 1.7289 2.8265  0.06

***

(2)
Density functional theory data (wB97M-V/def2-TZVPD) for 2 unconnected molecules or ions with the total composition C19H32N2P.

Properties
* energy above the lowest of the compared OMol25 structures with the same formula, charge and spin: 0.0 kcal per mole
* HOMO level: -0.4155 hartree
* total charge: +1
* gap between HOMO and LUMO: 6.91 eV
* largest force on an atom: 0.0616 hartree/bohr
* 2S+1: 1

Each line ends with the Löwdin charge.
CARTESIAN COORDINATES (ANGSTROEM)
C -2.1358 -2.2630 0.2794  -0.06
C -1.3643 -1.1789 1.0323  -0.42
C -2.0671 -0.7037 2.2821  -0.07
C 0.1220 -1.4237 1.1380  -0.19
C 0.9082 -0.5584 1.9283  -0.05
C 2.3023 -0.7219 1.9741  -0.08
C 2.9237 -1.7770 1.2974  -0.08
C 2.1294 -2.6624 0.5507  -0.07
C 0.7430 -2.4977 0.4900  -0.04
H -1.6757 -2.4766 -0.6881  0.08
H -2.0835 -3.1492 0.8724  0.08
H -3.1792 -1.9871 0.1694  0.07
H -1.5553 0.1029 2.8020  0.07
H -3.0948 -0.4154 2.0721  0.06
H -2.1220 -1.5352 2.9759  0.09
H 0.4409 0.2043 2.5222  0.09
H 2.8874 -0.0300 2.5683  0.10
H 4.0114 -1.8738 1.3054  0.11
H 2.6047 -3.4975 0.0317  0.11
H 0.1606 -3.2512 -0.0384  0.10
C -5.5939 0.9313 -1.5667  -0.03
C -4.6930 1.9741 -0.9299  -0.65
C -5.0701 3.3493 -1.4834  -0.03
C -4.8459 1.9840 0.5850  -0.07
N -3.2989 1.6400 -1.2750  -0.20
P -2.0100 2.1088 -0.2678  1.26
H -1.4443 -0.3507 0.3372  0.05
N -0.8779 1.9773 -1.5438  -0.20
C 0.4225 2.6698 -1.4870  -0.65
C 1.4070 1.8853 -2.3376  -0.03
C 0.8845 2.7385 -0.0361  -0.07
C 0.2962 4.0862 -2.0553  -0.03
C -1.5528 1.8232 -2.7442  -0.09
C -2.8780 1.6353 -2.5959  -0.09
H -5.2969 -0.0802 -1.2766  0.10
H -6.6274 1.0884 -1.2167  0.11
H -5.5991 1.0064 -2.6562  0.08
H -4.4456 4.1427 -1.0577  0.09
H -5.0080 3.3868 -2.5741  0.09
H -6.1158 3.5637 -1.2086  0.11
H -4.2679 2.7916 1.0478  0.07
H -5.9159 2.1630 0.8146  0.11
H -4.5807 1.0184 1.0310  0.08
H 1.1528 1.9322 -3.3989  0.08
H 2.4116 2.3229 -2.2123  0.11
H 1.4566 0.8400 -2.0209  0.10
H 0.2219 3.3685 0.5697  0.07
H 0.9779 1.7409 0.4074  0.07
H 1.8942 3.1990 -0.0260  0.11
H -0.4122 4.6900 -1.4765  0.09
H 1.2815 4.5776 -2.0004  0.11
H -0.0083 4.0805 -3.1051  0.09
H -0.9996 1.9479 -3.6529  0.13
H -3.6273 1.5805 -3.3587  0.13

***

(3)
Density functional theory data (wB97M-V/def2-TZVPD) for a molecular structure, C19H33BaF8N2O13S3.

Properties
* HOMO level: -0.4571 hartree
* total charge: +1
* gap between HOMO and LUMO: 7.86 eV
* largest force on an atom: 0.0430 hartree/bohr
* 2S+1: 1

Each line ends with the Löwdin charge.
CARTESIAN COORDINATES (ANGSTROEM)
Ba 2.5118 -5.1224 -2.5085  1.93
N -0.3376 -2.4598 -2.0163  -0.58
O -1.3046 -3.1185 -2.3509  0.03
O 0.8317 -3.0005 -2.1142  -0.32
O -0.4168 -1.3189 -1.5796  0.01
O 5.2685 -1.8181 -4.8670  -0.20
S 4.0777 -1.8513 -4.1372  0.55
O 3.8778 -2.9020 -3.1470  -0.53
O 3.8603 -0.4856 -3.4668  -0.21
C 2.6329 -0.2709 -2.7051  -0.23
C 2.7756 0.9672 -1.8644  -0.04
C 2.6935 -1.8966 -5.2396  -0.10
H 2.4568 -1.1125 -2.0375  0.10
H 1.8043 -0.1877 -3.4094  0.12
H 3.0515 1.8986 -2.3525  0.10
H 3.5416 0.7295 -1.1219  0.08
H 1.8689 1.1207 -1.2784  0.06
H 2.8285 -2.6575 -6.0077  0.08
H 2.5091 -0.9242 -5.6823  0.09
H 1.8381 -2.2344 -4.6474  0.06
O -3.5802 6.1589 -0.1261  -0.25
S -3.5865 4.7468 -0.0015  0.57
O -4.5463 3.9507 -0.7089  -0.29
O -2.1293 4.2227 -0.3231  -0.25
C -1.9167 2.8002 -0.4507  -0.26
C -0.6396 2.5736 -1.2108  -0.06
C -3.6992 4.3008 1.7203  -0.10
H -2.7949 2.3442 -0.9173  0.11
H -1.9391 2.3943 0.5650  0.11
H -0.4416 1.5007 -1.2212  0.06
H 0.1415 3.0743 -0.6344  0.08
H -0.6940 2.9828 -2.2151  0.09
H -4.0998 3.2854 1.7101  0.06
H -4.4647 4.9041 2.2015  0.08
H -2.7279 4.3658 2.1947  0.08
O -3.0492 -0.0454 1.9693  -0.27
S -4.0511 -0.6478 1.1627  0.56
O -4.9597 -1.5952 1.7185  -0.27
O -4.8831 0.5807 0.5793  -0.28
C -6.1290 0.2802 -0.0869  -0.27
C -6.9384 1.5183 -0.3450  -0.06
C -3.3515 -1.2566 -0.3655  -0.11
H -6.6811 -0.4257 0.5389  0.11
H -5.9087 -0.2992 -0.9934  0.12
H -7.3210 1.9134 0.5999  0.09
H -7.8105 1.2857 -0.9529  0.09
H -6.3624 2.3332 -0.7803  0.06
H -2.3586 -1.6100 -0.1179  0.04
H -3.3714 -0.4143 -1.0507  0.07
H -3.9818 -2.0285 -0.7972  0.08
N 2.0854 -4.5415 0.3602  -0.08
C 2.8914 -4.3317 1.4144  -0.15
C 2.4499 -4.1962 2.7175  -0.04
C 1.0791 -4.2476 2.9492  -0.03
C 0.2288 -4.3608 1.8650  -0.05
C 0.7659 -4.5642 0.6112  -0.17
H 3.9475 -4.3840 1.1698  0.11
H 3.1822 -4.1383 3.5087  0.12
H 0.7330 -4.2022 3.9734  0.13
H -0.8440 -4.2442 1.9388  0.12
H 0.1216 -4.7544 -0.2420  0.09
C 3.3399 1.4878 3.2122  -0.04
C 4.6033 1.8873 2.4561  -0.44
C 4.3257 3.0550 1.5231  -0.32
F 3.8071 4.0924 2.2073  0.11
F 5.4195 3.4706 0.8514  0.11
F 5.6346 2.0504 3.2916  0.16
F 4.9314 0.8126 1.6574  0.09
O 2.3120 1.1474 2.2945  0.06
C 1.7139 0.0025 2.5670  -0.57
C 0.5534 -0.2640 1.6270  -0.29
F -0.0703 -1.4123 1.9432  0.11
F -0.3144 0.7630 1.5661  0.11
F 2.5854 -1.0414 2.4784  0.13
F 1.2919 0.0068 3.8584  0.15
H 3.0323 2.3518 3.8029  0.16
H 3.5996 0.6782 3.8900  0.15
H 3.5989 2.7066 0.7873  0.16
H 0.9011 -0.3789 0.5922  0.16

***

(4)
Density functional theory data (wB97M-V/def2-TZVPD) for a molecular structure, C19H33FN3PS3V.

Properties
* energy above the lowest of the compared OMol25 structures with the same formula, charge and spin: 0.3 kcal per mole
* HOMO level (spin up / spin down): -0.3939 / -0.3950 hartree
* total charge: +1
* gap between HOMO and LUMO (spin up / spin down): 8.59 / 8.66 eV
* <S²>: 2.022
* largest force on an atom: 0.0159 hartree/bohr
* 2S+1: 3

Each line ends with the Löwdin charge.
CARTESIAN COORDINATES (ANGSTROEM)
V 0.0892 0.1238 -0.0730  0.51
C -0.4193 1.3616 -2.6987  -0.16
C 0.9431 1.9954 -2.4702  -0.16
N 1.5736 1.4628 -1.2416  -0.13
C 2.3052 2.4749 -0.4649  -0.23
C 1.3203 3.3646 0.2813  -0.37
S 0.1246 2.3019 1.1549  0.93
C -1.4542 2.9197 0.5187  -0.40
C -1.6050 2.7010 -0.9784  -0.21
N -1.1774 1.3406 -1.4166  -0.13
H -0.2890 0.3279 -3.0109  0.10
H -0.9605 1.8935 -3.4832  0.13
H 0.8457 3.0751 -2.3627  0.11
H 1.5717 1.8311 -3.3452  0.14
H 2.1749 0.6823 -1.4811  0.10
H 2.9508 3.0871 -1.0989  0.13
H 2.9428 1.9499 0.2469  0.12
H 0.7889 4.0444 -0.3848  0.08
H 1.8346 3.9677 1.0263  0.09
H -1.5619 3.9742 0.7693  0.10
H -2.1997 2.3647 1.0871  0.06
H -1.0125 3.4355 -1.5177  0.10
H -2.6411 2.8769 -1.2666  0.13
H -2.0117 0.7817 -1.5574  0.08
S -1.2063 -0.2211 2.0458  0.64
C 0.4360 -0.5051 2.4629  -1.09
N 1.2829 -0.5467 1.4596  -0.13
C 2.6058 -0.6918 1.8825  -0.29
C 3.7216 -0.8169 1.0620  -0.02
C 4.9625 -0.9453 1.6577  -0.07
C 5.0949 -0.9654 3.0503  -0.07
C 3.9854 -0.8652 3.8709  -0.07
C 2.7388 -0.7262 3.2698  -0.45
S 1.1679 -0.6000 4.0234  1.09
H 3.5969 -0.8515 -0.0137  0.11
H 5.8440 -1.0493 1.0380  0.11
H 6.0763 -1.0745 3.4936  0.11
H 4.0855 -0.9028 4.9484  0.12
F 1.1402 -0.9936 -1.1954  -0.48
C -3.9126 -0.7197 0.0224  -0.15
C -3.1900 -1.4735 -1.0981  -0.39
P -1.4048 -1.8030 -0.7902  0.92
C -0.8434 -2.6000 -2.3498  -0.37
C -1.9056 -3.2545 -3.2350  -0.14
C -1.3871 -3.1659 0.4350  -0.39
C -1.9910 -4.5017 0.0057  -0.13
H -4.9470 -0.5165 -0.2574  0.08
H -3.4370 0.2395 0.2490  0.03
H -3.9264 -1.2961 0.9491  0.07
H -3.2698 -0.9215 -2.0418  0.08
H -3.6809 -2.4289 -1.2890  0.08
H -0.0862 -3.3220 -2.0423  0.09
H -0.2914 -1.8507 -2.9135  0.05
H -2.4912 -4.0055 -2.7081  0.06
H -1.4241 -3.7494 -4.0798  0.08
H -2.5991 -2.5186 -3.6448  0.07
H -1.8779 -2.7893 1.3315  0.04
H -0.3343 -3.2930 0.7014  0.09
H -3.0369 -4.4050 -0.2924  0.07
H -1.9589 -5.2022 0.8415  0.08
H -1.4408 -4.9541 -0.8188  0.07

***

Copy entry 4 word for word.
Density functional theory data (wB97M-V/def2-TZVPD) for a molecular structure, C19H33FN3PS3V.

Properties
* energy above the lowest of the compared OMol25 structures with the same formula, charge and spin: 0.3 kcal per mole
* HOMO level (spin up / spin down): -0.3939 / -0.3950 hartree
* total charge: +1
* gap between HOMO and LUMO (spin up / spin down): 8.59 / 8.66 eV
* <S²>: 2.022
* largest force on an atom: 0.0159 hartree/bohr
* 2S+1: 3

Each line ends with the Löwdin charge.
CARTESIAN COORDINATES (ANGSTROEM)
V 0.0892 0.1238 -0.0730  0.51
C -0.4193 1.3616 -2.6987  -0.16
C 0.9431 1.9954 -2.4702  -0.16
N 1.5736 1.4628 -1.2416  -0.13
C 2.3052 2.4749 -0.4649  -0.23
C 1.3203 3.3646 0.2813  -0.37
S 0.1246 2.3019 1.1549  0.93
C -1.4542 2.9197 0.5187  -0.40
C -1.6050 2.7010 -0.9784  -0.21
N -1.1774 1.3406 -1.4166  -0.13
H -0.2890 0.3279 -3.0109  0.10
H -0.9605 1.8935 -3.4832  0.13
H 0.8457 3.0751 -2.3627  0.11
H 1.5717 1.8311 -3.3452  0.14
H 2.1749 0.6823 -1.4811  0.10
H 2.9508 3.0871 -1.0989  0.13
H 2.9428 1.9499 0.2469  0.12
H 0.7889 4.0444 -0.3848  0.08
H 1.8346 3.9677 1.0263  0.09
H -1.5619 3.9742 0.7693  0.10
H -2.1997 2.3647 1.0871  0.06
H -1.0125 3.4355 -1.5177  0.10
H -2.6411 2.8769 -1.2666  0.13
H -2.0117 0.7817 -1.5574  0.08
S -1.2063 -0.2211 2.0458  0.64
C 0.4360 -0.5051 2.4629  -1.09
N 1.2829 -0.5467 1.4596  -0.13
C 2.6058 -0.6918 1.8825  -0.29
C 3.7216 -0.8169 1.0620  -0.02
C 4.9625 -0.9453 1.6577  -0.07
C 5.0949 -0.9654 3.0503  -0.07
C 3.9854 -0.8652 3.8709  -0.07
C 2.7388 -0.7262 3.2698  -0.45
S 1.1679 -0.6000 4.0234  1.09
H 3.5969 -0.8515 -0.0137  0.11
H 5.8440 -1.0493 1.0380  0.11
H 6.0763 -1.0745 3.4936  0.11
H 4.0855 -0.9028 4.9484  0.12
F 1.1402 -0.9936 -1.1954  -0.48
C -3.9126 -0.7197 0.0224  -0.15
C -3.1900 -1.4735 -1.0981  -0.39
P -1.4048 -1.8030 -0.7902  0.92
C -0.8434 -2.6000 -2.3498  -0.37
C -1.9056 -3.2545 -3.2350  -0.14
C -1.3871 -3.1659 0.4350  -0.39
C -1.9910 -4.5017 0.0057  -0.13
H -4.9470 -0.5165 -0.2574  0.08
H -3.4370 0.2395 0.2490  0.03
H -3.9264 -1.2961 0.9491  0.07
H -3.2698 -0.9215 -2.0418  0.08
H -3.6809 -2.4289 -1.2890  0.08
H -0.0862 -3.3220 -2.0423  0.09
H -0.2914 -1.8507 -2.9135  0.05
H -2.4912 -4.0055 -2.7081  0.06
H -1.4241 -3.7494 -4.0798  0.08
H -2.5991 -2.5186 -3.6448  0.07
H -1.8779 -2.7893 1.3315  0.04
H -0.3343 -3.2930 0.7014  0.09
H -3.0369 -4.4050 -0.2924  0.07
H -1.9589 -5.2022 0.8415  0.08
H -1.4408 -4.9541 -0.8188  0.07